(1)
Formula: C21H35N3O3
Source: OMol25
Level of theory: ωB97M-V with the def2-TZVPD basis set

```
62
C21H35N3O3 ωB97M-V with the def2-TZVPD basis set
C 7.97 -0.67 -2.12
C 7.23 -0.76 -0.82
C 8.09 -0.95 0.39
C 5.90 -0.63 -0.76
C 5.09 -0.77 0.48
O 5.21 -1.71 1.25
N 4.17 0.20 0.69
C 3.98 1.39 -0.11
C 2.59 1.37 -0.75
C 1.51 1.27 0.34
N 0.20 1.41 -0.26
C -0.36 0.31 -1.00
C -1.20 -0.67 -0.16
C -2.29 0.07 0.62
C -3.40 0.56 -0.32
O -3.65 1.73 -0.53
N -4.08 -0.44 -0.90
C -5.23 -0.23 -1.75
C -6.54 -0.55 -1.00
C -6.76 0.35 0.23
C -6.53 -0.60 1.41
C -6.92 -1.94 0.80
O -6.46 -1.89 -0.54
C -1.66 1.23 1.40
C -0.82 2.12 0.48
C 1.79 0.01 1.17
C 3.20 0.07 1.75
H 8.49 -1.60 -2.32
H 7.29 -0.47 -2.95
H 8.71 0.12 -2.07
H 8.67 -0.05 0.58
H 8.80 -1.77 0.21
H 7.49 -1.19 1.26
H 5.34 -0.49 -1.67
H 4.77 1.46 -0.86
H 4.06 2.26 0.55
H 2.44 2.28 -1.34
H 2.52 0.51 -1.43
H 1.64 2.14 1.00
H 0.44 -0.24 -1.51
H -1.01 0.74 -1.77
H -1.64 -1.42 -0.82
H -0.56 -1.19 0.56
H -2.76 -0.63 1.32
H -3.95 -1.39 -0.59
H -5.22 0.82 -2.05
H -5.15 -0.87 -2.63
H -7.37 -0.45 -1.71
H -6.08 1.20 0.24
H -7.78 0.73 0.24
H -7.13 -0.35 2.28
H -5.48 -0.60 1.70
H -6.45 -2.80 1.28
H -8.01 -2.07 0.82
H -2.45 1.84 1.85
H -1.05 0.82 2.21
H -0.35 2.91 1.06
H -1.49 2.58 -0.25
H 1.71 -0.88 0.54
H 1.07 -0.08 1.99
H 3.44 -0.85 2.30
H 3.29 0.92 2.43
```

The value obtained for the orbital gap is 8.623 eV. The value obtained for the HOMO energy is -7.91 eV. The calculation puts the total energy at -32958.5473 eV. Its LUMO energy is 0.7 eV. The relative energy (zero: lowest compared OMol25 entry of this formula, charge and spin) is 24.1 kJ/mol.

---

(2)
Formula: C21H35N4O10P2S
Source: OMol25
Level of theory: ωB97M-V with the def2-TZVPD basis set

```
73
C21H35N4O10P2S ωB97M-V with the def2-TZVPD basis set
H 2.82 4.46 -2.45
N 1.85 4.69 -2.21
C 1.64 4.46 -0.98
N 0.38 4.78 -0.39
N 2.56 3.96 -0.05
C 3.34 2.78 -0.45
C 2.76 1.44 0.03
C 2.39 0.53 -1.16
C 2.19 -0.96 -0.79
C 0.95 -1.75 -1.29
C 1.34 -3.32 -1.17
O 2.23 -3.54 -0.34
O 0.64 -4.10 -1.85
C -0.44 -1.54 -0.49
C -0.29 -0.35 0.47
C -1.41 0.05 1.43
C -0.79 0.87 2.54
C -0.33 0.26 3.69
C 0.26 1.00 4.70
C 0.40 2.37 4.56
C -0.05 2.99 3.41
C -0.64 2.24 2.41
C -0.73 -2.76 0.42
P 0.21 -3.19 1.91
O -0.64 -3.00 3.11
O 1.58 -2.40 2.15
O 0.59 -4.72 1.69
C -1.70 -1.45 -1.49
C -3.08 -2.03 -0.99
C -3.85 -1.55 0.23
P -2.14 0.24 -2.16
N -3.52 0.78 -1.70
O -2.14 -0.06 -3.74
O -0.97 1.31 -1.87
C -1.46 -2.42 -2.68
O -0.39 -2.18 -3.58
S 0.93 -1.48 -3.09
O 0.79 -0.08 -3.45
O 2.05 -2.15 -3.66
H 0.07 5.64 -0.83
H -0.29 4.08 -0.69
H 2.08 3.79 0.82
H 3.41 2.76 -1.54
H 4.36 2.88 -0.08
H 1.82 1.64 0.56
H 3.41 0.93 0.74
H 1.52 0.98 -1.60
H 3.20 0.61 -1.88
H 2.29 -1.08 0.28
H 3.04 -1.49 -1.20
H 0.01 0.55 -0.05
H 0.56 -0.58 1.11
H -2.13 0.69 0.92
H -1.91 -0.79 1.90
H -0.44 -0.82 3.82
H 0.59 0.51 5.60
H 0.84 2.95 5.36
H 0.04 4.06 3.28
H -1.00 2.73 1.52
H -1.70 -2.61 0.90
H -0.84 -3.67 -0.17
H 1.42 -1.78 2.86
H 0.91 -5.05 2.54
H -3.75 -1.89 -1.84
H -2.95 -3.11 -0.91
H -3.81 -0.48 0.38
H -3.56 -2.05 1.15
H -4.90 -1.79 0.07
H -3.45 1.69 -1.27
H -1.94 0.74 -4.24
H -0.51 1.60 -2.66
H -2.36 -2.44 -3.30
H -1.33 -3.42 -2.27
```

The value obtained for the orbital gap is 8.157 eV. Its charge is -1. The value obtained for the HOMO energy is -5.65 eV. The calculation puts the total energy at -78198.7561 eV. Its LUMO energy is 2.5 eV. The relative energy (zero: lowest compared OMol25 entry of this formula, charge and spin) is 0.0 kJ/mol.

---

(3)
Formula: C21H36CaCl2F6KN2O8P2S2
Source: OMol25
Level of theory: ωB97M-V with the def2-TZVPD basis set

```
81
C21H36CaCl2F6KN2O8P2S2 ωB97M-V with the def2-TZVPD basis set
S -5.02 3.23 1.20
P -4.38 1.90 2.53
C -2.69 1.28 1.83
C -1.31 1.78 2.57
C 0.13 1.27 1.93
C 0.06 0.31 0.58
C -1.42 -0.13 -0.03
N -2.70 0.37 0.62
H -5.28 0.77 2.67
H -4.25 2.47 3.86
H -1.39 2.50 3.50
H 1.11 1.64 2.44
H 1.08 -0.03 0.09
H -1.51 -0.84 -0.98
H -3.61 0.08 0.17
C -2.66 5.85 -0.44
C -1.47 4.97 -0.80
O -0.49 5.87 -1.31
S -0.64 7.31 -0.56
O 0.33 7.36 0.51
O -0.76 8.33 -1.57
O -2.11 7.05 0.09
H -3.24 6.10 -1.33
H -3.32 5.37 0.29
H -1.71 4.20 -1.53
H -1.05 4.49 0.10
Cl 2.57 0.60 2.81
C 3.58 6.94 -1.15
O 2.42 7.33 -1.45
O 3.95 7.43 0.02
O 4.39 6.21 -1.76
H 3.10 7.89 0.13
C 0.25 12.11 -4.96
C -0.07 11.25 -3.91
C 0.79 10.20 -3.60
C 1.97 10.01 -4.32
C 2.28 10.88 -5.37
C 1.42 11.93 -5.69
H -0.42 12.93 -5.21
H -0.98 11.39 -3.34
H 0.55 9.52 -2.78
H 2.64 9.20 -4.07
H 3.20 10.74 -5.94
H 1.66 12.60 -6.51
Ca -6.97 2.78 3.22
Cl -4.71 -0.39 1.74
K 0.88 -0.39 -1.68
F 0.97 -6.13 -1.18
P 2.17 -5.13 -1.24
F 3.64 -5.48 -0.87
F 1.35 -4.29 -2.27
F 1.81 -5.28 0.27
F 2.51 -3.64 -0.95
F 2.72 -5.95 -2.44
C 0.71 -11.11 1.72
C 0.77 -10.37 3.06
N 1.57 -9.14 3.02
C 1.86 -8.60 4.35
C 0.67 -8.11 5.18
C 1.20 -8.15 2.01
C -0.23 -7.62 2.04
H 1.72 -11.33 1.35
H 0.19 -12.07 1.85
H 0.17 -10.54 0.96
H 1.22 -11.06 3.78
H -0.25 -10.18 3.40
H 2.59 -7.79 4.26
H 2.37 -9.38 4.93
H 0.29 -7.15 4.82
H 0.99 -7.95 6.22
H -0.15 -8.83 5.20
H 1.37 -8.59 1.02
H 1.89 -7.31 2.05
H -0.97 -8.40 2.18
H -0.46 -7.12 1.09
H -0.36 -6.87 2.82
C -1.29 -4.18 -4.23
O -0.55 -3.18 -3.79
H -0.81 -4.90 -4.92
H -1.70 -4.88 -3.47
H -2.21 -3.94 -4.79
```

The value obtained for the orbital gap is 1.187 eV. Its charge is -1. The value obtained for the HOMO energy is -4.82 eV. The calculation puts the total energy at -158066.9302 eV. Its LUMO energy is -3.6 eV. The relative energy (zero: lowest compared OMol25 entry of this formula, charge and spin) is 497.0 kJ/mol.

---

(4)
Formula: C21H36Cl3N2O4PbSi
Source: OMol25
Level of theory: ωB97M-V with the def2-TZVPD basis set

```
68
C21H36Cl3N2O4PbSi ωB97M-V with the def2-TZVPD basis set
C 1.73 -1.17 -4.13
C 1.04 0.12 -3.88
H 1.70 -1.42 -5.19
H 1.22 -1.97 -3.58
H 2.76 -1.16 -3.79
C 0.38 0.84 -4.80
C 0.30 0.45 -6.22
H -0.11 1.78 -4.53
H -0.15 -0.54 -6.36
H 1.28 0.45 -6.71
H -0.31 1.20 -6.74
Pb 0.08 -1.95 -0.51
Cl 2.55 -0.94 -0.05
Cl -0.89 -2.88 -2.84
C 0.62 1.96 1.03
O -0.26 1.10 1.21
N 0.38 3.29 1.06
C -0.96 3.83 1.25
C 1.47 4.25 1.17
H 1.68 1.67 0.84
H -1.71 3.04 1.18
H -1.16 4.60 0.49
H -1.03 4.32 2.23
H 2.41 3.77 0.87
H 1.58 4.62 2.20
H 1.29 5.12 0.52
H -2.46 -1.64 -3.78
H -2.11 1.39 -4.04
C -3.42 -1.21 -3.45
C -3.11 1.23 -3.62
N -3.17 0.05 -2.79
H -3.88 -1.90 -2.75
C -2.92 0.09 -1.47
O -2.76 -0.88 -0.73
H -3.40 2.11 -3.03
H -2.91 1.13 -1.08
H -4.03 -1.04 -4.35
H -3.79 1.12 -4.47
O -0.07 -0.08 -1.82
C 0.97 0.56 -2.41
C -0.33 2.68 -2.02
C 0.90 2.07 -2.20
H -1.21 2.05 -1.89
C -0.43 4.08 -2.05
H 1.93 0.22 -1.98
C 2.07 2.83 -2.27
H -1.40 4.55 -1.96
C 0.73 4.85 -2.23
C 1.98 4.23 -2.33
H 3.01 2.29 -2.32
H 0.65 5.94 -2.31
H 2.89 4.82 -2.44
Si 0.76 -5.09 -0.54
Cl 1.85 -4.10 -2.11
C -1.11 -5.05 -0.54
C 1.69 -4.31 0.91
C 1.09 -6.93 -0.71
H -1.55 -4.10 -0.20
H -1.44 -5.83 0.16
H -1.51 -5.25 -1.54
H 0.46 -7.36 -1.49
H 0.83 -7.42 0.24
H 2.13 -7.17 -0.95
H 2.04 -3.27 0.76
H 2.60 -4.92 1.06
H 1.07 -4.37 1.82
O 0.91 -0.12 3.30
C 0.62 -0.61 2.31
```

The value obtained for the orbital gap is 7.494 eV. Its charge is -1. The value obtained for the HOMO energy is -4.81 eV. The calculation puts the total energy at -84229.0071 eV. Its LUMO energy is 2.7 eV. The relative energy (zero: lowest compared OMol25 entry of this formula, charge and spin) is 153.0 kJ/mol.